Entry 1:
{"formula": "C6Cl4NO4", "method": "ωB97M-V/def2-TZVPD", "symbols": ["Cl", "Cl", "Cl", "Cl", "O", "O", "O", "O", "N", "C", "C", "C", "C", "C", "C"], "xyz": [[3.333034, -0.398014, 0.226139], [-1.341937, 2.286960, 1.009434], [1.758764, 2.302277, 0.415242], [-2.918146, -0.441018, 0.695942], [-1.321952, 2.283285, -1.778598], [1.536854, -2.733866, 0.747983], [-1.174670, -2.610454, -0.179551], [-0.263289, 0.400381, -2.173942], [-0.744031, 1.250569, -1.414636], [1.618911, -0.347785, 0.378980], [-1.235666, -0.375705, 0.515238], [0.942883, 0.830808, 0.469974], [-0.584110, -1.639310, 0.274790], [-0.549074, 0.886844, 0.321966], [0.942429, -1.694971, 0.491041]], "forces_ev_per_angstrom": [[-0.027, 0.031, 0.138], [0.221, 0.177, 0.465], [0.481, 0.826, -0.002], [-1.085, 0.211, -0.276], [0.882, -1.945, 0.542], [-0.646, 1.776, -0.492], [0.290, -0.728, 0.623], [-0.961, 1.346, 1.303], [0.594, 0.744, -1.835], [-0.362, 0.544, 0.467], [2.310, -0.283, 0.555], [0.185, -1.708, -0.877], [-0.581, 1.213, -0.869], [-1.193, -1.468, 0.069], [-0.108, -0.736, 0.190]], "total_charge": -1, "gap_ev": 6.31, "smiles": "O=C1C([O-])=C(Cl)[C@](Cl)([N+](=O)[O-])C(Cl)=C1Cl", "e_tot_ha": -2425.0730, "e_lumo_ev": 2.22, "homo_ev": -4.1}



Entry 2:
{"formula": "C6Cl8GeIReSbSe4", "method": "ωB97M-V/def2-TZVPD", "symbols": ["Re", "I", "Sb", "Se", "Se", "Se", "Se", "Ge", "Cl", "Cl", "Cl", "Cl", "Cl", "Cl", "Cl", "Cl", "C", "C", "C", "C", "C", "C"], "xyz": [[1.652061, 0.091124, -1.394123], [4.041002, 0.882264, -1.976215], [-1.529547, -2.386540, -1.655065], [0.951994, -3.635406, -2.479653], [2.378195, -2.153499, -1.784218], [-0.250976, -0.051216, -2.817314], [-2.980416, -3.021394, -3.385066], [-2.156598, 1.412880, -2.089837], [0.968529, 2.221841, -0.499457], [-2.531409, 0.782168, -0.067374], [0.200061, 3.326039, 2.447532], [1.071144, -2.753521, 1.272130], [-3.754291, 0.848726, -3.313946], [0.206965, -1.836127, 4.084636], [-1.684293, 3.449732, -2.211773], [-0.160899, 1.174744, 4.708143], [0.421344, -0.681910, 2.851588], [0.754684, 1.203679, 0.900427], [0.953143, -0.136080, 0.552724], [0.245705, 0.686642, 3.143937], [0.785871, -1.087950, 1.568288], [0.417739, 1.663806, 2.144631]], "forces_ev_per_angstrom": [[-0.112, -1.409, 0.906], [-0.648, -0.068, 0.267], [-1.033, -1.116, -0.826], [-0.867, -0.341, -0.129], [0.837, 0.517, -0.077], [0.079, 0.458, -0.420], [0.762, 0.377, 1.015], [0.164, -0.193, 0.315], [-0.167, 1.519, 0.312], [0.134, 0.139, -0.392], [0.014, -0.065, -0.056], [-0.023, 0.097, -0.044], [0.155, 0.021, -0.017], [-0.011, 0.035, -0.010], [-0.009, -0.060, -0.068], [-0.006, -0.015, -0.071], [-0.033, -0.013, 0.007], [-0.153, -0.536, 0.406], [0.770, 0.629, -1.053], [0.024, -0.040, 0.052], [0.189, -0.226, -0.076], [-0.069, 0.289, -0.042]], "total_charge": 2, "gap_ev": [4.88, 5.02], "e_tot_ha": -16208.5505, "e_lumo_ev": [-9.89, -9.77], "multiplicity": 2, "homo_ev": [-14.8, -14.8]}



Entry 3:
{"formula": "C6H10", "method": "ωB97M-V/def2-TZVPD", "symbols": ["C", "C", "C", "C", "C", "C", "H", "H", "H", "H", "H", "H", "H", "H", "H", "H"], "xyz": [[-2.140828, -1.370879, -0.525655], [2.099526, -0.413567, 0.552989], [-1.661624, -0.098033, -0.246686], [-0.332253, 0.274583, 0.042974], [0.634626, -0.677238, 0.357570], [0.044489, 1.708334, -0.153532], [-2.347432, 0.739497, -0.396939], [2.421073, -0.369189, 1.612008], [2.427799, 0.553991, 0.158243], [0.390040, 1.921843, -1.179486], [2.746721, -1.162357, 0.082843], [0.859290, 2.030029, 0.497906], [0.337729, -1.708403, 0.501007], [-3.193797, -1.606524, -0.540988], [-0.787999, 2.399627, -0.024277], [-1.497356, -2.221708, -0.737971]], "forces_ev_per_angstrom": [[0.028, -0.397, 0.068], [0.184, 0.427, 0.289], [-0.216, 0.248, -0.440], [0.182, -0.759, -0.007], [0.365, 0.201, -0.151], [0.329, 0.491, -0.356], [-0.144, -0.032, 0.270], [-0.062, -0.166, 0.019], [-0.122, -0.033, -0.191], [0.099, -0.196, 0.025], [-0.049, -0.121, -0.046], [-0.022, 0.054, 0.155], [-0.197, 0.005, 0.017], [-0.277, 0.205, -0.151], [-0.255, -0.083, 0.256], [0.156, 0.157, 0.243]], "total_charge": -1, "gap_ev": [4.10, 6.53], "e_tot_ha": -234.5373, "e_lumo_ev": [4.40, 4.36], "multiplicity": 2, "homo_ev": [0.3, -2.2]}



Entry 4:
{"formula": "C6H10", "method": "ωB97M-V/def2-TZVPD", "symbols": ["C", "C", "C", "C", "C", "C", "H", "H", "H", "H", "H", "H", "H", "H", "H", "H"], "xyz": [[-0.478177, -0.940328, -0.502312], [1.877048, -0.398378, 0.376092], [0.056602, 1.355903, -0.013935], [-1.230073, 1.198067, 0.286007], [0.707136, 0.075830, -0.498975], [-1.716728, -0.205020, 0.100755], [2.690472, 0.335642, 0.423960], [2.299991, -1.328961, -0.024428], [1.540982, -0.598844, 1.400081], [0.618382, 2.281849, 0.089981], [-0.218039, -1.837598, 0.067403], [-2.601339, -0.297302, -0.540885], [1.107838, 0.224688, -1.514102], [-0.666163, -1.273689, -1.531139], [-2.091066, -0.489581, 1.101579], [-1.896873, 1.897720, 0.779920]], "forces_ev_per_angstrom": [[-0.060, -0.071, 0.079], [0.014, 0.008, 0.050], [-0.125, 0.001, 0.049], [0.117, 0.054, 0.091], [-0.055, -0.023, 0.005], [-0.045, -0.032, 0.065], [-0.179, -0.049, -0.032], [-0.104, 0.165, 0.059], [0.018, 0.059, -0.119], [-0.099, -0.144, 0.053], [-0.015, 0.110, -0.028], [0.180, 0.208, -0.062], [-0.185, -0.086, 0.150], [-0.166, 0.109, 0.284], [0.457, -0.650, -0.345], [0.247, 0.339, -0.299]], "gap_ev": 10.21, "smiles": "C[C@@H]1C=CCC1", "e_tot_ha": -234.5929, "e_lumo_ev": 1.19, "homo_ev": -9.0}



Entry 5:
{"formula": "C6H10", "method": "ωB97M-V/def2-TZVPD", "symbols": ["C", "C", "C", "C", "C", "C", "H", "H", "H", "H", "H", "H", "H", "H", "H", "H"], "xyz": [[-0.661796, 0.151084, 0.812626], [1.875944, 0.505912, 0.089942], [0.021530, -1.188844, 0.723046], [-1.723017, -0.332236, -0.201553], [0.435772, 1.083930, 0.203141], [-0.653932, -1.361156, -0.637428], [-0.988262, 0.527194, 1.790894], [1.942522, -0.416198, -0.498824], [-0.056976, -1.007870, -1.490057], [-0.924384, -2.401454, -0.836815], [2.319594, 0.291468, 1.066129], [2.511564, 1.243404, -0.410033], [-2.556876, -0.846014, 0.285871], [0.097148, 1.388662, -0.791968], [0.503132, 1.982704, 0.820095], [-2.141962, 0.379414, -0.925068]], "forces_ev_per_angstrom": [[0.093, -0.138, 0.220], [-0.007, 0.173, -0.040], [-0.302, -0.084, -0.099], [-0.167, 0.068, -0.041], [0.295, 0.068, -0.156], [0.046, -0.259, -0.063], [0.195, -0.154, -0.160], [-0.083, 0.204, 0.115], [-0.027, -0.061, 0.316], [-0.087, 0.106, -0.118], [-0.161, 0.052, -0.103], [-0.077, -0.019, 0.080], [0.122, 0.195, 0.044], [0.056, 0.005, 0.060], [-0.113, -0.041, -0.107], [0.216, -0.113, 0.052]], "gap_ev": 8.42, "e_tot_ha": -234.4413, "e_lumo_ev": 0.25, "homo_ev": -8.2}



Entry 6:
{"formula": "C6H10", "method": "ωB97M-V/def2-TZVPD", "symbols": ["C", "C", "C", "C", "C", "C", "H", "H", "H", "H", "H", "H", "H", "H", "H", "H"], "xyz": [[0.507681, 0.296411, -0.923186], [-2.296282, 0.228262, 0.460081], [0.492296, -1.133277, -0.571018], [-0.086146, 1.279336, -0.240155], [1.736271, -0.839236, 0.417667], [-1.415089, 1.231142, 0.362339], [2.263582, 0.141713, 0.373057], [0.436623, 2.231225, -0.189248], [-1.771630, 2.222132, 0.633832], [1.369705, 0.501516, -1.550466], [2.500647, -1.574431, 0.222046], [0.706453, -1.840013, -1.391206], [-2.079581, -0.814531, 0.250383], [-0.368920, -1.529951, -0.015915], [-3.322156, 0.447078, 0.734907], [1.326550, -0.847372, 1.426883]], "forces_ev_per_angstrom": [[-0.479, 0.637, -0.586], [-0.016, 0.092, 0.100], [0.774, 0.283, 0.526], [-0.224, 0.160, -0.463], [0.115, -1.042, 0.247], [-0.274, 0.005, 0.087], [-0.713, -0.768, -0.547], [-0.415, 0.139, -0.437], [-0.101, -0.084, 0.080], [-0.037, 0.393, 0.049], [0.292, -0.562, 0.525], [0.264, 0.474, 0.367], [-0.065, 0.290, -0.117], [0.525, 0.420, -0.140], [0.131, -0.029, 0.207], [0.223, -0.407, 0.102]], "gap_ev": 8.92, "smiles": "C=C/C=C\\CC", "e_tot_ha": -234.5132, "e_lumo_ev": 1.02, "homo_ev": -7.9}



How do the records compare in relative energy (zero: lowest compared OMol25 entry of this formula, charge and spin)? In the order shown, they have 0.0; 0.0; 0.9; 6.0; 101.1; 56.1 kcal per mole.